141
Properties=species:S:1:pos:R:3 method="wB97M-V/def2-TZVPD" multiplicity=1 total_energy_ev=-70297.702 fmax_ev_per_a=2.52 lumo_ev=0.25 de_lowest_kj_mol=0.0 smiles=COCCNCCOC.COCCNCCOC.COCCNCCOC.COCCNCCOC.CCO.CCO.CCO.CO.CO.CO
C 0.097 -4.586 -2.195
O -0.188 -3.637 -1.167
H -0.645 -4.589 -2.993
H 1.085 -4.524 -2.651
H 0.068 -5.582 -1.754
H -1.148 -3.608 -1.154
C -3.415 -0.013 -2.431
O -3.109 1.225 -1.805
H -2.631 -0.327 -3.121
H -3.301 -0.832 -1.721
H -4.426 -0.019 -2.838
H -2.244 1.228 -1.390
C -2.494 2.289 4.178
O -3.473 1.308 4.478
H -2.861 3.290 4.403
H -1.563 2.179 4.733
H -2.299 2.378 3.109
H -3.453 0.569 3.867
C -3.913 -0.878 1.646
O -3.175 -0.756 2.868
C -2.995 -2.002 3.496
C -2.075 -1.890 4.724
N -0.813 -1.396 4.246
C 0.051 -1.071 5.364
C 1.380 -0.616 4.732
O 1.145 0.619 4.008
C 2.294 1.097 3.335
H -4.903 -1.251 1.908
H -3.409 -1.474 0.886
H -4.096 0.054 1.111
H -2.519 -2.657 2.766
H -3.956 -2.396 3.825
H -2.034 -2.856 5.225
H -2.540 -1.200 5.429
H -1.020 -0.556 3.724
H 0.293 -1.970 5.932
H -0.348 -0.227 5.926
H 1.888 -1.435 4.223
H 2.123 -0.331 5.477
H 2.068 2.094 2.957
H 2.544 0.535 2.435
H 3.190 1.148 3.953
C -3.703 5.668 1.304
O -3.628 4.250 1.578
C -3.731 3.525 0.333
C -5.214 3.104 0.170
N -5.467 2.723 -1.235
C -6.889 2.394 -1.365
C -7.242 1.919 -2.787
O -8.616 1.793 -2.918
C -9.245 0.717 -2.217
H -4.392 5.990 0.523
H -2.714 6.100 1.151
H -4.083 6.006 2.269
H -3.094 2.659 0.515
H -3.267 4.031 -0.514
H -5.865 3.928 0.461
H -5.344 2.282 0.874
H -4.832 1.973 -1.466
H -7.503 3.259 -1.118
H -7.046 1.603 -0.631
H -6.731 0.973 -2.967
H -6.844 2.650 -3.492
H -9.026 0.738 -1.150
H -8.908 -0.232 -2.635
H -10.315 0.789 -2.414
C -0.538 -1.297 -6.345
O 0.574 -1.340 -5.481
C 0.275 -1.493 -4.054
C 1.559 -1.700 -3.220
N 2.474 -0.541 -3.194
C 3.683 -0.891 -2.357
C 4.815 0.102 -2.450
O 5.052 0.478 -3.801
C 6.119 1.360 -3.985
H -0.276 -1.626 -7.351
H -1.028 -0.328 -6.443
H -1.272 -2.012 -5.972
H -0.396 -2.291 -3.737
H -0.154 -0.579 -3.643
H 1.968 -2.660 -3.536
H 1.145 -1.802 -2.217
H 2.815 -0.166 -4.067
H 4.038 -1.846 -2.744
H 3.406 -1.064 -1.317
H 5.764 -0.333 -2.136
H 4.642 1.044 -1.929
H 6.315 1.437 -5.054
H 7.032 1.060 -3.471
H 5.797 2.342 -3.637
C 4.045 3.038 0.246
O 4.977 1.987 0.499
C 6.310 2.337 0.731
C 7.099 1.004 0.769
N 6.487 0.072 1.715
C 6.872 -1.338 1.427
C 5.769 -2.327 1.828
O 4.661 -2.201 0.922
C 3.522 -2.979 1.268
H 3.873 3.417 1.253
H 3.086 2.605 -0.038
H 4.268 3.789 -0.512
H 6.536 2.822 1.681
H 6.665 3.022 -0.039
H 8.122 1.229 1.071
H 7.178 0.623 -0.249
H 5.485 0.056 1.588
H 7.807 -1.693 1.860
H 6.925 -1.429 0.342
H 5.622 -2.382 2.906
H 6.090 -3.331 1.552
H 3.344 -3.132 2.332
H 3.517 -4.000 0.888
H 2.615 -2.470 0.941
C 0.262 -5.620 1.959
C -0.426 -4.535 2.751
O 0.573 -3.753 3.373
H -0.482 -6.139 1.355
H 0.706 -6.402 2.574
H 1.042 -5.158 1.354
H -1.069 -4.946 3.529
H -1.004 -3.971 2.020
H 0.106 -2.994 3.729
C 0.132 2.529 -4.210
C 1.356 2.814 -3.276
O 1.355 1.880 -2.209
H -0.724 2.285 -3.580
H 0.307 1.665 -4.851
H -0.139 3.390 -4.820
H 1.314 3.812 -2.841
H 2.297 2.719 -3.818
H 1.762 1.078 -2.543
C -0.108 -0.885 0.762
C -0.321 0.670 0.771
O -0.664 1.145 -0.517
H -0.996 -1.381 0.370
H 0.216 -1.337 1.700
H 0.576 -1.110 -0.056
H 0.612 1.160 1.050
H -0.976 0.965 1.591
H 0.125 1.368 -1.016